No. 1
{"formula": "C5H12BNO", "method": "wB97M-V/def2-TZVPD", "species": ["C", "B", "C", "C", "O", "C", "C", "N", "H", "H", "H", "H", "H", "H", "H", "H", "H", "H", "H", "H"], "positions_angstrom": [[2.153, -0.348, -0.268], [0.642, -0.149, 0.102], [-0.389, -1.306, -0.245], [0.054, -2.690, 0.160], [-0.209, -3.693, -0.463], [0.156, 1.216, 0.719], [-0.875, 1.983, -0.152], [-2.246, 1.494, -0.144], [2.495, -1.388, -0.219], [2.251, -0.029, -1.320], [2.827, 0.282, 0.320], [-0.575, -1.363, -1.329], [-1.363, -1.133, 0.236], [0.689, -2.777, 1.064], [1.022, 1.877, 0.871], [-0.276, 1.048, 1.718], [-0.872, 3.033, 0.163], [-0.531, 1.987, -1.195], [-2.398, 0.739, -0.795], [-2.555, 1.216, 0.777]], "mulliken_charge": [-1.005, 0.016, -0.350, -0.167, -0.491, -0.471, -0.664, -0.564, 0.343, 0.336, 0.314, 0.302, 0.315, 0.336, 0.251, 0.309, 0.329, 0.333, 0.278, 0.249], "multiplicity": 1, "e_above_lowest_ev": 1.498, "orbital_gap_ev": 9.8}

---

No. 2
{"formula": "BCuH48O22", "method": "wB97M-V/def2-TZVPD", "species": ["Cu", "B", "H", "H", "H", "H", "O", "H", "H", "O", "H", "H", "O", "H", "H", "O", "H", "H", "O", "H", "H", "O", "H", "H", "O", "H", "H", "O", "H", "H", "O", "H", "H", "O", "H", "H", "O", "H", "H", "O", "H", "H", "O", "H", "H", "O", "H", "H", "O", "H", "H", "O", "H", "H", "O", "H", "H", "O", "H", "H", "O", "H", "H", "O", "H", "H", "O", "H", "H", "O", "H", "H"], "positions_angstrom": [[-9.811, -28.084, -5.000], [-8.608, -26.223, -5.592], [-7.976, -27.098, -5.586], [-8.054, -25.337, -5.861], [-9.318, -26.390, -6.386], [-9.169, -26.156, -4.673], [-7.617, -31.412, -5.949], [-6.985, -30.852, -6.400], [-8.343, -31.501, -6.566], [-5.918, -26.583, -7.844], [-5.419, -25.820, -7.555], [-6.228, -26.989, -7.035], [-7.266, -29.362, -1.890], [-7.114, -28.541, -1.422], [-7.327, -30.024, -1.201], [-8.081, -29.226, -4.404], [-7.642, -29.241, -3.553], [-7.624, -29.889, -4.921], [-12.832, -30.322, -7.095], [-12.812, -30.677, -7.984], [-13.727, -30.476, -6.795], [-11.171, -29.945, -4.667], [-11.176, -30.678, -4.053], [-11.775, -30.209, -5.361], [-11.617, -29.009, -0.591], [-11.604, -28.234, -0.028], [-12.542, -29.135, -0.804], [-10.691, -32.279, -3.244], [-11.121, -33.078, -2.940], [-9.990, -32.587, -3.819], [-14.101, -26.162, -4.411], [-14.256, -26.936, -3.869], [-14.483, -26.385, -5.260], [-6.955, -25.654, -3.544], [-7.649, -25.882, -4.163], [-6.157, -26.004, -3.939], [-12.137, -24.076, -4.212], [-12.852, -24.711, -4.171], [-12.335, -23.448, -3.517], [-9.722, -28.973, -6.876], [-9.016, -28.653, -7.438], [-10.163, -29.640, -7.401], [-9.758, -31.096, -0.846], [-9.906, -31.522, -1.690], [-10.257, -30.281, -0.896], [-12.458, -27.190, -8.381], [-12.587, -26.689, -9.186], [-12.160, -28.050, -8.679], [-9.075, -25.751, -0.954], [-8.378, -25.377, -1.493], [-9.405, -25.013, -0.441], [-14.613, -28.841, -4.002], [-14.241, -29.627, -4.404], [-15.530, -28.844, -4.274], [-11.742, -27.083, -5.675], [-12.196, -27.088, -6.518], [-12.237, -26.462, -5.140], [-10.337, -27.652, -2.809], [-9.840, -27.096, -2.209], [-10.873, -28.203, -2.238], [-9.290, -27.399, -9.620], [-9.739, -26.558, -9.707], [-9.693, -27.956, -10.286], [-9.462, -31.621, -8.042], [-10.213, -31.142, -8.394], [-8.942, -31.852, -8.812], [-7.340, -28.788, -8.214], [-6.631, -28.172, -8.030], [-7.961, -28.289, -8.745], [-10.642, -24.559, -6.547], [-9.960, -25.184, -6.302], [-11.155, -24.437, -5.748]], "mulliken_charge": [-1.065, 2.273, -0.443, -0.103, -0.180, -0.043, -0.695, 0.267, 0.356, -0.709, 0.340, 0.144, -0.601, 0.255, 0.279, -0.170, 0.209, 0.283, -0.509, 0.253, 0.213, -0.078, 0.192, 0.058, -0.632, 0.289, 0.278, -0.621, 0.245, 0.306, -0.622, 0.309, 0.245, -0.748, 0.231, 0.248, -0.645, 0.272, 0.291, 1.255, -0.051, -0.405, -0.685, 0.431, 0.326, -0.612, 0.263, 0.211, -0.633, 0.285, 0.271, -0.589, 0.257, 0.302, 0.602, 0.103, -0.041, 0.126, 0.055, 0.153, -0.622, 0.259, 0.252, -0.582, 0.194, 0.296, -0.664, 0.423, 0.337, -0.775, -0.037, 0.322], "multiplicity": 2, "total_charge": 1, "orbital_gap_ev": [8.1, 7.0]}

---

No. 3
{"formula": "CH7N4O", "method": "wB97M-V/def2-TZVPD", "species": ["C", "N", "N", "N", "N", "O", "H", "H", "H", "H", "H", "H", "H"], "positions_angstrom": [[1.739, 0.112, 0.307], [1.989, -0.544, -0.761], [-0.955, -0.820, 1.236], [-0.423, -0.636, 0.189], [-1.335, 0.924, -0.847], [1.848, 0.889, 1.154], [1.199, -1.134, -1.051], [2.959, -0.559, -1.179], [-0.637, -0.672, 2.216], [-1.881, -1.294, 1.292], [-1.406, 1.430, 0.078], [-0.814, 1.493, -1.476], [-2.283, 0.810, -1.159]], "mulliken_charge": [0.734, -0.310, -0.065, -0.367, -0.676, -0.249, 0.327, 0.297, 0.227, 0.260, 0.335, 0.240, 0.246], "multiplicity": 1, "total_charge": 1, "e_above_lowest_ev": 1.812, "orbital_gap_ev": 9.0}

---

No. 4
{"formula": "C23H37EuO3", "method": "wB97M-V/def2-TZVPD", "species": ["O", "C", "C", "H", "H", "C", "H", "H", "C", "H", "H", "H", "C", "H", "H", "H", "Eu", "C", "C", "C", "H", "C", "C", "H", "H", "H", "H", "C", "C", "C", "H", "C", "C", "H", "H", "H", "H", "O", "C", "C", "H", "H", "C", "H", "H", "C", "H", "H", "H", "H", "C", "C", "C", "C", "O", "H", "H", "H", "H", "H", "H", "H", "H", "H"], "positions_angstrom": [[-2.485, 2.271, -1.049], [-2.519, 2.925, -2.394], [-3.839, 3.632, -2.194], [-2.569, 2.164, -3.202], [-1.698, 3.652, -2.576], [-3.848, 2.821, -0.882], [-4.632, 3.358, -2.881], [-3.673, 4.703, -2.101], [-4.878, 1.705, -0.904], [-4.665, 0.971, -1.695], [-5.880, 2.150, -1.019], [-4.855, 1.106, 0.015], [-4.086, 3.864, 0.197], [-3.353, 4.680, 0.115], [-4.085, 3.469, 1.218], [-5.094, 4.296, -0.007], [0.981, -0.353, 0.874], [2.532, 0.543, 2.793], [3.413, 0.733, 1.670], [2.843, 1.741, 0.813], [4.347, 0.186, 1.479], [1.618, 2.192, 1.424], [1.424, 1.448, 2.645], [0.545, 1.480, 3.287], [2.660, -0.211, 3.585], [3.286, 2.107, -0.138], [0.937, 2.952, 1.006], [0.262, -2.907, 2.520], [0.010, -1.669, 3.177], [-1.059, -1.005, 2.479], [0.504, -1.314, 4.087], [-1.394, -1.803, 1.326], [-0.566, -2.972, 1.363], [-0.582, -3.805, 0.651], [0.936, -3.700, 2.881], [-1.536, -0.068, 2.762], [-2.190, -1.602, 0.590], [-2.007, -0.336, -3.297], [-1.263, -0.559, -2.047], [-0.216, 0.613, -1.877], [-0.698, -1.533, -2.051], [-2.018, -0.634, -1.223], [-0.030, 1.140, -3.321], [0.754, 0.365, -1.390], [-0.770, 1.372, -1.278], [-1.057, 0.347, -4.180], [0.971, 0.946, -3.689], [-0.222, 2.217, -3.388], [-0.506, -0.418, -4.794], [-1.698, 0.927, -4.892], [4.709, -2.614, 0.251], [3.426, -2.874, 1.042], [2.922, -4.256, 0.625], [3.703, -2.801, 2.544], [2.468, -1.911, 0.675], [5.506, -3.319, 0.532], [5.047, -1.585, 0.412], [4.500, -2.728, -0.820], [3.605, -5.060, 0.940], [1.928, -4.438, 1.038], [2.836, -4.278, -0.469], [4.080, -1.806, 2.805], [2.779, -2.946, 3.112], [4.442, -3.568, 2.823]], "mulliken_charge": [-0.497, 0.008, -0.976, -0.048, 0.261, 1.349, 0.316, 0.324, -1.609, 0.337, 0.367, 0.379, -1.592, 0.370, 0.363, 0.356, 1.040, -0.648, -0.345, -0.817, 0.489, -0.529, -0.641, 0.586, 0.363, 0.355, 0.501, -0.583, -0.873, -0.817, 0.504, -0.750, -0.657, 0.331, 0.798, 0.483, 0.812, -0.445, 0.084, 0.297, 0.349, -0.315, -0.606, 0.248, 0.157, -0.630, 0.406, 0.138, 0.300, 0.318, -1.584, 1.654, -1.584, -1.480, -0.504, 0.372, 0.258, 0.347, 0.356, 0.273, 0.348, 0.248, 0.250, 0.436], "multiplicity": 8, "total_charge": -1, "e_above_lowest_ev": 0.579, "orbital_gap_ev": [5.1, 6.1]}

---

No. 5
{"formula": "C62H67BF9NO5", "method": "wB97M-V/def2-TZVPD", "species": ["C", "C", "C", "C", "O", "C", "C", "F", "O", "C", "C", "C", "C", "O", "O", "C", "C", "C", "C", "B", "N", "O", "H", "H", "H", "H", "H", "H", "H", "H", "H", "H", "H", "H", "H", "H", "H", "H", "H", "H", "H", "H", "H", "H", "H", "H", "H", "H", "H", "F", "C", "C", "C", "C", "C", "C", "H", "H", "H", "H", "H", "F", "C", "C", "C", "C", "C", "C", "H", "H", "H", "H", "H", "F", "C", "C", "C", "C", "C", "C", "H", "H", "H", "H", "H", "F", "C", "C", "C", "C", "C", "C", "H", "H", "H", "H", "H", "F", "C", "C", "C", "C", "C", "C", "H", "H", "H", "H", "H", "F", "C", "C", "C", "C", "C", "C", "H", "H", "H", "H", "H", "F", "C", "C", "C", "C", "C", "C", "H", "H", "H", "H", "H", "F", "C", "C", "C", "C", "C", "C", "H", "H", "H", "H", "H"], "positions_angstrom": [[6.058, 0.176, 4.119], [6.163, -1.045, 3.621], [6.992, -1.370, 2.423], [6.275, -2.265, 1.423], [4.959, -1.875, 1.125], [4.871, -0.562, 0.619], [3.807, -0.475, -0.469], [3.596, 0.897, -0.691], [2.667, -1.192, -0.231], [2.079, -1.095, 1.068], [0.956, -2.150, 1.083], [1.232, -3.238, 2.120], [0.585, -2.968, 3.456], [-0.132, -2.020, 3.716], [0.852, -3.912, 4.420], [1.464, 0.274, 1.423], [2.426, 1.197, 2.178], [0.747, 0.940, 0.220], [0.900, 2.457, 0.209], [4.381, -1.064, -1.850], [3.807, -0.757, -3.158], [5.442, -1.930, -1.828], [5.510, 0.357, 5.026], [6.539, 1.030, 3.670], [5.644, -1.841, 4.134], [7.947, -1.810, 2.692], [7.230, -0.423, 1.945], [6.845, -2.306, 0.493], [6.298, -3.273, 1.815], [5.817, -0.283, 0.159], [4.718, 0.140, 1.435], [2.740, -1.385, 1.881], [0.945, -2.651, 0.121], [-0.022, -1.709, 1.208], [0.773, -4.155, 1.750], [2.290, -3.451, 2.216], [0.619, -4.779, 4.077], [0.688, 0.060, 2.150], [3.132, 1.702, 1.535], [1.880, 1.893, 2.796], [2.990, 0.581, 2.876], [-0.315, 0.711, 0.243], [1.151, 0.592, -0.723], [1.930, 2.737, 0.032], [0.337, 2.915, -0.594], [0.562, 2.909, 1.134], [3.590, -1.658, -3.565], [2.980, -0.179, -3.080], [5.371, -2.590, -2.519], [6.501, -5.858, 2.676], [6.139, -6.546, 1.574], [5.704, -5.851, 0.465], [5.337, -6.560, -0.669], [5.400, -7.946, -0.676], [5.837, -8.626, 0.452], [6.215, -7.924, 1.588], [5.653, -4.771, 0.492], [5.000, -6.028, -1.549], [5.110, -8.497, -1.561], [5.884, -9.706, 0.450], [6.566, -8.434, 2.475], [-0.102, 4.762, -1.416], [-0.556, 4.648, -2.681], [-1.721, 3.950, -2.937], [-2.162, 3.847, -4.252], [-1.429, 4.429, -5.278], [-0.262, 5.122, -4.996], [0.178, 5.240, -3.689], [-2.269, 3.497, -2.120], [-3.071, 3.314, -4.481], [-1.772, 4.344, -6.301], [0.308, 5.573, -5.797], [1.082, 5.782, -3.447], [0.354, 4.063, 2.784], [-0.246, 4.278, 3.973], [-0.299, 5.561, 4.477], [-0.921, 5.774, 5.698], [-1.471, 4.708, 6.397], [-1.403, 3.425, 5.872], [-0.790, 3.204, 4.648], [0.143, 6.376, 3.919], [-0.977, 6.775, 6.104], [-1.953, 4.878, 7.350], [-1.828, 2.592, 6.416], [-0.733, 2.212, 4.217], [-5.554, -0.414, 4.182], [-4.984, -1.636, 4.249], [-3.642, -1.770, 3.953], [-3.063, -3.027, 4.029], [-3.831, -4.128, 4.385], [-5.178, -3.972, 4.676], [-5.761, -2.716, 4.615], [-3.062, -0.901, 3.671], [-2.015, -3.144, 3.813], [-3.376, -5.108, 4.441], [-5.777, -4.829, 4.954], [-6.806, -2.571, 4.847], [-4.136, 1.623, -4.769], [-3.672, 0.385, -4.471], [-2.312, 0.153, -4.431], [-1.866, -1.122, -4.110], [-2.778, -2.138, -3.848], [-4.142, -1.880, -3.904], [-4.591, -0.607, -4.213], [-1.620, 0.957, -4.644], [-0.804, -1.321, -4.064], [-2.426, -3.131, -3.602], [-4.849, -2.662, -3.711], [-5.648, -0.382, -4.256], [6.859, 2.739, -6.405], [6.403, 2.910, -5.146], [6.517, 4.153, -4.556], [6.042, 4.325, -3.264], [5.473, 3.259, -2.581], [5.373, 2.016, -3.193], [5.836, 1.839, -4.487], [6.970, 4.968, -5.104], [6.117, 5.295, -2.789], [5.107, 3.394, -1.572], [4.934, 1.182, -2.671], [5.756, 0.880, -4.982], [-6.901, -2.568, -3.363], [-7.583, -2.250, -2.238], [-7.515, -0.956, -1.770], [-8.221, -0.618, -0.627], [-8.978, -1.575, 0.031], [-9.027, -2.876, -0.453], [-8.326, -3.221, -1.600], [-6.917, -0.222, -2.293], [-8.177, 0.396, -0.254], [-9.528, -1.308, 0.922], [-9.613, -3.625, 0.063], [-8.359, -4.225, -2.000], [-9.115, 5.539, -2.638], [-8.144, 4.754, -2.132], [-6.977, 4.585, -2.850], [-5.978, 3.779, -2.325], [-6.160, 3.151, -1.100], [-7.343, 3.333, -0.396], [-8.344, 4.143, -0.910], [-6.859, 5.077, -3.806], [-5.055, 3.641, -2.874], [-5.380, 2.520, -0.694], [-7.486, 2.839, 0.557], [-9.271, 4.303, -0.375]], "mulliken_charge": [-0.990, 0.093, -0.728, -0.651, 0.079, -1.832, 0.468, -0.191, -0.737, 1.058, -1.560, -0.939, 0.479, -0.452, -0.524, 0.029, -2.249, -0.398, -0.656, 1.212, -0.584, -0.478, 0.305, 0.298, 0.302, 0.484, 0.250, 0.393, 0.278, 0.928, 0.253, 0.477, 0.340, 0.626, 0.716, 0.369, 0.356, 1.057, 0.249, 0.335, 0.450, 0.497, 0.160, 0.270, 0.102, 0.007, 0.215, 0.165, 0.246, -0.285, 0.450, -0.017, -0.587, -0.542, -0.410, -0.484, 0.251, 0.352, 0.379, 0.367, 0.427, -0.329, 0.307, -0.085, -0.316, -0.937, -0.329, -0.655, 0.546, 0.510, 0.414, 0.382, 0.475, -0.228, 0.294, -0.615, -0.358, -0.511, -0.546, -0.234, 0.418, 0.358, 0.368, 0.384, 0.568, -0.314, 0.401, -0.712, 0.188, -0.613, -0.355, -0.539, 0.545, 0.158, 0.380, 0.373, 0.431, -0.360, 0.400, -0.414, -0.408, -0.750, -0.456, -0.320, 0.454, 0.449, 0.399, 0.449, 0.546, -0.326, 0.367, -0.486, -0.477, -0.645, -0.477, -0.513, 0.423, 0.391, 0.373, 0.642, 0.438, -0.312, 0.546, -0.238, -0.242, -0.743, -0.322, -0.542, 0.298, 0.348, 0.403, 0.375, 0.426, -0.328, 0.338, -0.530, 0.053, -0.770, -0.388, -0.524, 0.443, 0.302, 0.480, 0.504, 0.422], "multiplicity": 1, "e_above_lowest_ev": 0.000, "orbital_gap_ev": 9.1}

---

No. 6
{"formula": "C5H11N3O2", "method": "wB97M-V/def2-TZVPD", "species": ["C", "C", "N", "C", "C", "N", "C", "O", "O", "N", "H", "H", "H", "H", "H", "H", "H", "H", "H", "H", "H"], "positions_angstrom": [[-1.396, 0.031, -1.551], [0.448, 1.769, -1.366], [0.677, -0.930, 0.224], [-0.087, -0.396, 1.512], [-0.472, 0.815, -0.670], [0.529, -0.797, 2.676], [-0.695, 0.957, 0.722], [0.478, -2.335, 0.043], [2.059, -0.742, 0.342], [-1.371, -0.119, 1.422], [-0.494, -2.383, 0.016], [2.404, -0.928, -0.545], [-0.097, -1.110, 3.403], [1.382, -1.329, 2.585], [-0.464, 1.898, 1.219], [-2.070, -0.589, -0.961], [-2.001, 0.730, -2.140], [1.133, 2.257, -0.671], [-0.140, 2.546, -1.867], [1.023, 1.262, -2.145], [-0.847, -0.607, -2.248]], "mulliken_charge": [-1.457, -1.531, 0.044, 0.318, 1.410, -0.448, -0.479, -0.473, -0.496, -0.790, 0.364, 0.324, 0.279, 0.231, 0.483, 0.387, 0.395, 0.409, 0.382, 0.325, 0.323], "multiplicity": 1, "e_above_lowest_ev": 7.595, "orbital_gap_ev": [8.0, 8.0]}